Here is a cluster of 2 separate species, CH3NS in total in a non-equilibrium geometry from the Open Molecules 2025 dataset. Energies are from ωB97M-V with the def2-TZVPD basis set.

Output
Energy in eV: -13409.7532
Molecular weight in Da: 61.1
E_HOMO in eV: -9.7
Spin multiplicity: 1
Kohn-Sham gap in hartree: 0.386
LUMO in eV: 0.80

Last columns: bonded neighbours and bond lengths (Å).
Atoms and positions in Å:
1 H 0.1743 0.3772 2.9356  S4 1.413
2 C -0.1160 0.1366 -2.0394  N3 1.135, H5 1.052
3 N -0.8287 0.9744 -1.7607  C2 1.135
4 S 0.3347 0.3321 1.5321  H1 1.413, H6 1.362
5 H 0.2795 -0.8052 -2.2920  C2 1.052
6 H 0.1562 -1.0151 1.6244  S4 1.362